37
Properties=species:S:1:pos:R:3:forces:R:3 method="wB97M-V/def2-TZVPD" e_above_lowest_kcal_mol=394.19 total_charge=0 max_force_ev_per_a=17.64 homo_lumo_gap_ev=6.83
C 3.950414 -3.584378 0.266847 -2.47 0.05 -8.18
H 4.707675 -4.074179 0.612828 4.73 -2.68 2.19
H 4.182652 -2.874400 -0.557119 0.77 -0.41 0.25
H 3.268799 -4.277139 -0.305206 0.27 0.56 1.19
S 3.229234 -2.661266 1.328531 -4.37 -0.58 13.83
O 4.105388 -1.727066 2.100270 -1.06 -0.48 -3.64
O 2.687244 -3.641123 2.565256 0.98 2.77 -5.60
C 1.784929 -1.985879 0.533042 -1.31 -2.06 1.19
C 2.059322 -0.872548 -0.159837 -2.37 3.92 -2.51
C 1.022024 -0.091216 -0.806304 0.38 -4.59 2.17
C -0.424831 -0.815543 -0.660735 5.87 13.68 -9.46
N -1.321498 -0.244274 -1.471296 3.62 3.59 -1.51
C -2.603602 -0.110753 -1.246405 -6.97 -6.80 6.08
C -3.125957 0.406184 0.312366 -0.50 2.96 -6.90
C -2.398420 1.767863 0.188850 1.90 -3.72 7.66
N -2.931531 2.751835 -0.285366 -2.74 7.04 -5.49
C -2.349436 4.084585 -0.462296 3.27 -9.66 5.58
C -1.200572 4.295751 0.254470 -6.68 -0.71 -4.91
C -0.801065 3.269614 0.879342 9.11 -5.47 9.34
C -1.251280 2.013086 1.141554 -2.94 0.58 -5.47
H -0.750682 1.184504 1.520268 1.04 -0.77 1.31
H 0.281560 3.387083 1.657746 -2.97 0.25 -2.48
H -0.919737 5.188907 0.168545 3.53 6.91 0.13
H -2.964089 4.641070 -0.887930 -4.80 5.37 -3.96
H -4.254334 0.342405 0.162874 1.59 0.60 0.68
H -2.732723 -0.136458 1.053864 1.25 -2.30 2.70
H -3.143579 0.439666 -1.919809 -1.13 1.21 -1.77
H -3.168655 -1.347519 -1.109653 1.32 3.26 -1.15
H -0.980872 0.773979 -1.791820 0.22 -3.06 0.52
C -0.525252 -1.741847 0.105413 -5.84 -11.50 7.09
C 0.403381 -2.512938 0.684527 6.38 4.49 -1.45
H 0.366900 -3.360005 1.192055 -0.99 -3.63 2.31
H -1.577599 -2.215202 0.137111 1.39 0.85 0.11
N 1.469454 1.109764 -1.505148 -7.34 -3.52 1.27
O 2.564768 1.490227 -1.349978 1.04 2.10 -1.30
O 0.328837 1.534444 -2.067403 5.00 2.02 -0.18
H 3.013136 -0.407236 -0.279452 0.86 -0.25 0.36

39
Properties=species:S:1:pos:R:3:forces:R:3 method="wB97M-V/def2-TZVPD" e_above_lowest_kcal_mol=6.82 spin_multiplicity=2 total_charge=0 s2=0.7594 max_force_ev_per_a=0.52 homo_lumo_gap_ev="7.01 / 6.98"
Tc 0.151299 -0.232511 -0.129568 -0.42 0.16 0.09
O 1.524837 -0.522927 1.493818 -0.07 0.00 0.08
C 1.933547 0.552475 2.374309 0.10 0.00 -0.05
C 3.182458 1.167748 1.781150 0.01 0.03 0.03
C 3.006032 1.546245 0.305367 -0.04 -0.06 -0.07
C 1.831241 2.451847 0.097527 0.01 0.05 0.03
C 1.991587 3.830215 0.127169 0.04 0.00 -0.02
C 0.898447 4.659908 -0.032431 -0.02 0.00 -0.01
C -0.349014 4.089137 -0.220658 0.01 -0.03 0.00
C -0.447974 2.714461 -0.234652 -0.03 0.02 0.01
N 0.612784 1.909187 -0.070257 0.26 -0.01 0.11
H 1.010074 -1.182165 2.000343 0.00 -0.03 -0.02
H 2.131456 0.125739 3.356165 -0.01 -0.01 -0.02
H 1.111214 1.262503 2.473440 -0.02 -0.02 -0.02
H 4.008710 0.459631 1.862302 0.00 0.01 0.00
H 3.446459 2.049250 2.371230 -0.01 0.00 0.00
H 2.877264 0.641763 -0.292068 0.00 0.04 -0.02
H 3.903918 2.046500 -0.056563 0.02 -0.01 0.03
H 2.984191 4.236347 0.266767 0.00 0.00 0.00
H 1.018557 5.734811 -0.017202 0.00 0.01 0.00
H -1.236653 4.688664 -0.357036 -0.01 0.00 0.00
H -1.398391 2.220910 -0.369650 -0.01 0.01 -0.01
S 0.231694 -2.285252 -1.236439 0.51 -0.11 0.02
C 0.483158 -2.087537 -2.936213 -0.17 0.01 0.04
C 0.575954 -3.182498 -3.805124 -0.01 0.00 -0.03
C 0.759151 -2.963621 -5.152371 0.00 0.00 0.02
C 0.843391 -1.661048 -5.658634 0.00 0.01 0.00
C 0.743342 -0.579837 -4.811826 0.01 -0.01 0.00
C 0.558814 -0.799798 -3.442301 0.08 0.01 0.00
S 0.410977 0.506745 -2.314403 -0.29 0.04 0.08
H 0.505827 -4.187354 -3.409933 -0.01 -0.01 0.01
H 0.837125 -3.807133 -5.825194 0.00 -0.01 -0.01
H 0.985970 -1.502095 -6.718945 0.00 0.00 -0.01
H 0.804041 0.431715 -5.191931 0.00 0.01 0.00
O -0.983722 -0.645346 3.279491 -0.01 0.02 -0.10
S -1.564008 -0.769096 1.966526 0.18 -0.15 0.04
O -2.938335 -1.121044 1.868064 0.02 0.03 -0.02
O -0.642735 -1.694683 1.115086 -0.35 0.09 0.16
O -1.247672 0.521291 1.148117 0.18 -0.06 -0.35

32
Properties=species:S:1:pos:R:3:forces:R:3 method="wB97M-V/def2-TZVPD" spin_multiplicity=3 total_charge=-2 s2=2.0237 max_force_ev_per_a=4.58 homo_lumo_gap_ev="0.77 / 4.49"
C 1.467538 -1.860322 -2.588077 -1.01 -1.16 -0.27
C 0.089060 -2.027774 -2.986626 0.86 -1.33 -0.08
C -0.536596 -2.910207 -2.034610 0.06 0.01 -0.17
C 0.441905 -3.279525 -1.045065 0.85 -0.55 -0.96
C 1.679183 -2.613878 -1.380066 -1.14 -1.08 -0.46
Pt 0.115539 -0.985435 -0.909152 -0.75 1.60 -1.34
C -1.105088 0.811495 -1.594841 -0.18 -0.28 0.09
C 0.221428 0.787610 -1.958095 0.97 1.94 -1.48
C 1.147867 1.380471 -2.719911 -0.52 -0.55 0.09
N 1.813784 -0.130039 -0.453977 3.00 2.30 2.59
H -1.571912 -3.245604 -2.062495 0.33 0.11 -0.01
H -0.383368 -1.579077 -3.859146 0.14 -0.01 0.37
H 0.289334 -3.934759 -0.191453 0.00 0.27 -0.22
H 2.607663 -2.704980 -0.827528 -0.36 0.33 -0.06
H 2.208009 -1.264300 -3.100049 -0.18 0.09 0.22
H -1.855889 0.446359 -2.310052 0.25 0.07 0.47
H 1.887054 0.739247 0.157383 -1.00 -1.07 -0.76
H -1.432649 1.504815 -0.815695 0.05 -0.43 -0.06
H 0.858083 2.217609 -3.365119 -0.07 -0.21 0.29
H 2.179158 1.027029 -2.802615 -0.49 0.09 0.33
Te -1.408217 -1.297747 1.159397 -0.78 -0.33 1.34
C -1.016629 0.447056 2.268939 0.09 -0.14 0.21
C -2.080038 1.334929 2.498762 0.99 0.44 0.51
C -1.879964 2.436243 3.350348 0.03 -0.18 -0.04
C -0.638564 2.637055 3.968089 0.06 -0.23 -0.19
C 0.429601 1.748573 3.721470 -0.56 0.05 -0.17
C 0.256016 0.667485 2.855904 -0.69 0.43 -0.08
H -3.037384 1.141777 2.020635 0.13 0.11 0.12
H -2.703838 3.137624 3.533269 0.33 -0.24 -0.04
H -0.496012 3.485567 4.645837 -0.05 -0.29 -0.25
H 1.390504 1.911075 4.205799 -0.11 0.01 -0.09
H 1.064425 -0.028371 2.618754 -0.27 0.23 0.08

34
Properties=species:S:1:pos:R:3:forces:R:3 method="wB97M-V/def2-TZVPD" e_above_lowest_kcal_mol=50.23 total_charge=0 max_force_ev_per_a=4.76 smiles="O[P@](=S)(OCc1ccccc1)SCc1ccccc1" homo_lumo_gap_ev=8.69
O 1.247057 3.671577 2.495928 -1.16 -2.65 -1.52
P 0.168733 2.455060 2.944580 1.79 -0.47 3.79
S 0.509800 2.275995 4.908053 -1.01 0.58 -1.18
O 0.576692 0.935953 2.435475 -1.48 2.21 -1.00
C 1.914411 0.843261 2.015475 2.48 -0.93 -0.62
C 2.163534 -0.461514 1.292472 -0.54 -1.70 1.93
C 2.480060 -0.718829 -0.028081 0.17 -0.79 0.76
C 2.657853 -2.083999 -0.418692 -0.47 1.24 -1.54
C 2.415302 -3.187861 0.364429 0.36 1.68 -0.83
C 2.044450 -2.842010 1.643902 0.17 -1.93 -0.92
C 1.987907 -1.601472 2.135259 -0.24 1.86 1.95
S -1.757379 3.007262 2.320597 -0.06 -1.36 -0.95
C -2.178940 1.551301 1.130178 1.00 0.18 0.78
C -1.457125 1.577509 -0.160580 0.84 1.83 -1.22
C -1.264339 2.824539 -0.842607 1.05 -3.55 -2.99
C -0.704386 2.660935 -2.189473 0.00 2.30 1.29
C -0.273084 1.453592 -2.727260 -1.42 -0.50 2.13
C -0.458854 0.259645 -2.002351 0.37 0.40 0.49
C -0.985579 0.357041 -0.696058 0.04 1.27 -1.91
H 0.922027 4.431706 2.961912 -0.12 0.89 0.59
H 2.088992 1.582001 1.236164 0.53 0.73 0.59
H 2.608498 0.823234 2.948787 -1.07 0.72 -1.65
H 2.623139 0.107504 -0.719479 -0.07 -0.28 -0.12
H 2.778914 -2.212904 -1.475567 0.57 -0.19 -0.50
H 2.501547 -4.215693 -0.000628 -0.16 0.51 0.19
H 1.724305 -3.685883 2.134933 -0.48 -1.51 2.26
H 1.810175 -1.534693 3.274525 0.01 0.41 -2.06
H -3.252726 1.511849 0.944708 0.01 0.26 0.58
H -1.797816 0.657324 1.606450 -0.60 -0.18 0.65
H -1.542847 3.789876 -0.469449 -0.13 0.12 0.21
H -0.517492 3.603921 -2.802832 -0.36 -1.35 0.90
H 0.137953 1.434990 -3.679978 0.70 -0.01 -1.61
H -0.125499 -0.730288 -2.417426 -0.40 1.16 0.56
H -1.053264 -0.548910 -0.171348 -0.31 -0.95 1.02

30
Properties=species:S:1:pos:R:3:forces:R:3 method="wB97M-V/def2-TZVPD" e_above_lowest_kcal_mol=9.88 spin_multiplicity=2 total_charge=-1 s2=0.7604 max_force_ev_per_a=1.98 homo_lumo_gap_ev="2.25 / 6.49"
C 1.273447 -3.115455 -2.677414 0.84 0.16 -1.78
C -0.806132 -0.424945 -1.070477 0.54 0.32 0.24
C 0.218958 -1.337986 -1.331829 -0.96 0.46 0.35
C -1.913447 -0.330636 -1.888410 -0.38 -0.71 -0.32
C 0.130174 -2.181419 -2.431888 0.08 -0.01 0.51
C -2.066811 -1.255242 -2.923064 0.41 0.36 -0.09
C -1.036338 -2.137255 -3.194721 0.44 -0.45 -0.34
H -0.687914 0.245042 -0.222891 -0.07 -0.01 0.00
H 1.004021 -1.368279 -0.584675 0.31 -0.16 -0.34
H -2.685751 0.393085 -1.695529 -0.13 0.17 0.14
H -2.935423 -1.274906 -3.570164 -0.09 0.15 0.12
H 1.149289 -3.863156 -3.471912 -0.93 -0.55 0.74
H 1.679628 -3.507051 -1.755718 0.04 -0.34 0.06
H -1.107865 -2.818726 -4.037191 -0.13 -0.01 0.02
H 2.096990 -2.632850 -3.233556 0.03 0.68 0.79
C 2.643062 1.586494 1.065088 0.39 0.93 -0.69
C 0.267670 2.241667 1.216605 0.14 -0.38 0.54
C 1.312757 1.509281 1.755731 -0.32 1.32 -0.39
C -0.950034 2.390532 1.957239 -0.52 0.03 -0.53
C -1.130797 1.677458 3.148381 1.04 -0.36 0.29
C 1.194774 0.907737 3.025675 0.37 -0.35 -0.27
C -0.086534 0.937021 3.687376 -0.89 0.44 0.00
H 0.350800 2.776446 0.277855 0.28 -0.10 -0.12
H -1.780291 2.858404 1.458995 -0.36 0.28 0.02
H 2.622869 2.220941 0.168157 -0.69 -0.46 -0.32
H 3.048416 0.621797 0.765522 0.31 -0.14 0.24
H -2.054471 1.736003 3.714046 -0.14 -0.02 -0.13
H 2.115695 0.474686 3.401435 -0.28 -0.22 0.45
H -0.337956 0.470910 4.634444 0.60 -0.25 0.06
H 3.380634 2.212904 1.589334 0.07 -0.77 0.75

30
Properties=species:S:1:pos:R:3:forces:R:3 method="wB97M-V/def2-TZVPD" e_above_lowest_kcal_mol=2.33 total_charge=0 max_force_ev_per_a=0.76 smiles=Cc1ccccc1.Cc1ccccc1 homo_lumo_gap_ev=9.95
C -1.067340 -3.256289 -4.422304 -0.13 -0.30 0.04
C -0.972539 -2.692889 -3.026103 -0.28 -0.26 -0.46
C 0.227385 -2.498769 -2.365948 -0.11 0.30 0.70
C 0.226436 -1.976713 -1.068813 -0.05 -0.14 0.01
C -0.959482 -1.669393 -0.420397 0.10 -0.02 -0.44
C -2.162533 -1.876361 -1.094292 -0.11 0.20 0.34
C -2.174574 -2.384971 -2.377036 0.46 0.12 0.10
H -1.739108 -2.639054 -5.017112 0.02 -0.02 -0.13
H -1.493083 -4.262645 -4.385997 -0.12 0.05 0.01
H -0.126585 -3.369015 -4.954611 0.21 0.28 0.15
H 1.181019 -2.738153 -2.810096 0.01 -0.07 -0.30
H 1.160951 -1.822608 -0.546094 0.09 0.02 -0.05
H -0.920038 -1.243462 0.572127 -0.14 -0.04 0.06
H -3.102119 -1.614406 -0.621384 0.03 -0.05 0.05
H -3.119432 -2.525268 -2.886241 0.01 -0.05 -0.07
C 2.169911 3.158580 4.123390 -0.40 0.18 -0.43
C 1.386086 2.661844 2.929023 -0.02 -0.04 0.38
C 0.210017 1.930359 3.105354 -0.13 -0.14 -0.43
C -0.519117 1.487173 2.007922 0.29 -0.02 0.08
C -0.078371 1.765950 0.719165 -0.27 -0.14 -0.07
C 1.082229 2.488869 0.535157 0.29 0.28 0.34
C 1.810249 2.940393 1.637671 -0.23 -0.22 -0.38
H 1.479247 3.488325 4.897835 0.06 0.00 0.13
H 2.759069 4.018468 3.806362 0.20 -0.06 0.22
H 2.814909 2.388444 4.540433 0.11 -0.02 -0.01
H -0.163134 1.682297 4.090287 0.15 0.12 0.16
H -1.412930 0.897629 2.166578 -0.07 0.06 -0.03
H -0.641104 1.419572 -0.138923 -0.01 -0.02 0.03
H 1.428887 2.732797 -0.457970 0.01 -0.05 -0.12
H 2.715093 3.509295 1.462018 0.03 0.04 0.13

30
Properties=species:S:1:pos:R:3:forces:R:3 method="wB97M-V/def2-TZVPD" e_above_lowest_kcal_mol=79.97 total_charge=0 max_force_ev_per_a=6.98 smiles=Cc1ccccc1.Cc1ccccc1 homo_lumo_gap_ev=9.55
C -0.021174 -4.432311 -1.536064 -1.42 -2.40 -1.44
C 0.508361 -3.079867 -1.444777 -1.22 1.12 1.73
C 0.734413 -2.516272 -0.182684 2.56 3.72 -2.01
C 1.309483 -1.242288 -0.054276 -2.18 -0.24 -5.79
C 1.270851 -0.459565 -1.312533 1.87 -0.96 1.33
C 1.044368 -0.923723 -2.589065 -2.94 -2.36 1.51
C 0.549865 -2.311113 -2.567207 2.09 3.33 0.78
H -0.751011 -4.480484 -2.420613 1.77 -0.45 0.51
H -0.703380 -4.880429 -0.814841 0.10 0.95 1.03
H 0.818301 -5.156070 -1.488312 -0.50 0.09 -0.93
H 0.668500 -2.901395 0.733342 -0.78 -2.87 3.13
H 1.551974 -0.773351 0.834832 0.41 0.67 1.60
H 1.696222 0.495076 -1.358113 0.26 1.76 0.81
H 0.806645 -0.181349 -3.392152 0.83 -1.12 0.47
H 0.306113 -2.775460 -3.432243 -0.85 -1.27 -2.77
C -1.417494 4.210544 0.421974 0.75 -0.27 -2.26
C -0.875784 2.957512 1.043608 -0.42 -0.88 1.10
C 0.264922 2.930090 1.832773 2.65 3.44 -0.14
C 0.797751 1.922966 2.630401 -5.76 -1.82 -3.48
C 0.009162 0.767572 2.503721 -1.47 0.44 -1.35
C -1.194326 0.642246 1.642937 2.15 0.39 0.82
C -1.624660 1.755798 0.905204 3.26 -0.29 2.83
H -2.412086 4.532975 0.766977 0.67 0.01 -0.08
H -1.450651 3.899781 -0.618027 -1.45 -0.44 -0.61
H -0.724358 4.997407 0.074685 0.08 0.31 1.86
H 0.944330 3.847327 1.747751 -1.33 -0.83 0.31
H 1.561447 1.906016 3.284698 2.75 0.53 1.69
H 0.419360 -0.051868 3.015168 -0.18 -1.51 0.65
H -1.673747 -0.351896 1.504823 0.42 0.91 0.30
H -2.413396 1.652130 0.268011 -2.16 0.03 -1.60